{
  "formula": "C4H4ClNO",
  "method": "ωB97M-V with the def2-TZVPD basis set",
  "symbols": ["C", "N", "C", "C", "C", "O", "Cl", "H", "H", "H", "H"],
  "xyz": [[-0.3915, 1.5197, 1.0273], [0.5300, 0.7151, 0.9109], [0.4755, -0.2133, -0.1188], [1.4978, -0.8028, -0.6706], [-1.1133, -0.7814, -0.5766], [-1.4160, -1.1408, -1.6525], [-2.1438, -0.9043, 0.8404], [-0.1747, 2.3361, 1.7307], [-1.2700, 1.5182, 0.2283], [2.4235, -0.5863, -0.2971], [1.5826, -1.6602, -1.4221]],
  "relative_energy_kcal_mol": 50.1,
  "smiles": "C=NC(=C)C(=O)Cl",
  "mol_weight_da": 117.53
}


{
  "formula": "C4H4ClNOS",
  "method": "ωB97M-V with the def2-TZVPD basis set",
  "symbols": ["C", "N", "C", "Cl", "C", "S", "C", "O", "H", "H", "H", "H"],
  "xyz": [[-0.2705, -0.9686, 0.0494], [0.4447, 0.2000, 0.4002], [-0.1094, 1.5645, 0.0083], [-1.2413, 1.7891, -1.2138], [0.7574, 2.3940, 0.7012], [1.9902, 1.5992, 1.6800], [1.6199, -0.0575, 1.2589], [2.1542, -1.1046, 1.4922], [0.2664, -1.8331, 0.2199], [-1.1768, -0.9662, 0.5443], [-0.5649, -1.0071, -0.9886], [0.5863, 3.4423, 0.6326]],
  "relative_energy_kcal_mol": 24.6,
  "smiles": "Cn1c(Cl)csc1=O",
  "mol_weight_da": 149.60
}